Entry from OMol25: 11 unconnected molecules or ions with the total composition C49H100F18N5O17 (the ωB97M-V functional and the def2-TZVPD basis).

Computed properties:
**Multiplicity**: 1
**HOMO energy**: -0.1306 Eh
**Total charge**: -1
**LUMO**: 0.314 eV
**Energy relative to the best compared isomer or geometry (same formula, charge and spin)**: 0.0 kJ/mol
**Kohn-Sham gap**: 0.142 Ha

```
189
C49H100F18N5O17, DFT the ωB97M-V functional and the def2-TZVPD basis
C -1.029 -1.109 -6.292
C -1.240 -2.579 -5.954
O -1.221 -3.467 -6.823
N -1.639 -2.915 -4.529
H -2.285 -2.239 -4.149
H -2.113 -3.789 -4.348
C -0.393 -2.949 -3.610
H -0.649 -1.154 -7.312
H -0.211 -0.717 -5.687
H -1.894 -0.446 -6.304
H -0.831 -2.905 -2.613
H 0.205 -2.043 -3.702
H 0.156 -3.856 -3.866
C 2.469 0.302 6.452
C 3.615 -0.635 6.176
O 4.768 -0.352 6.306
N 3.247 -2.070 5.798
H 3.853 -2.784 6.175
H 2.427 -2.379 6.300
C 3.081 -2.346 4.282
H 1.854 -0.044 7.283
H 1.824 0.427 5.582
H 2.977 1.178 6.856
H 2.439 -1.692 3.694
H 2.563 -3.302 4.212
H 4.064 -2.512 3.842
C -0.849 0.009 -0.308
C -0.066 -1.243 -0.028
O -0.459 -2.347 -0.345
N 1.156 -1.149 0.879
H 1.054 -0.334 1.468
H 1.217 -2.041 1.349
C 2.444 -0.996 0.052
H -0.803 0.702 0.532
H -1.832 -0.354 -0.607
H -0.479 0.420 -1.247
H 2.555 -0.174 -0.655
H 2.724 -1.904 -0.482
H 3.134 -0.894 0.890
C -0.988 7.020 -4.931
C -0.455 5.546 -4.672
N -1.548 4.446 -5.024
C -2.672 4.707 -4.002
C -1.997 4.670 -6.535
C -3.450 4.076 -6.805
C -0.896 3.046 -4.895
C -0.500 2.588 -3.444
O 0.555 3.366 -2.979
C 0.681 3.394 -1.556
H -1.181 7.319 -5.961
H -0.153 7.708 -4.795
H -1.866 7.290 -4.344
H -0.204 5.511 -3.612
H 0.461 5.387 -5.240
H -2.124 4.843 -3.070
H -3.251 3.784 -4.021
H -3.265 5.593 -4.225
H -1.187 4.249 -7.132
H -1.996 5.722 -6.818
H -3.826 4.281 -7.808
H -4.201 4.521 -6.153
H -3.462 3.001 -6.629
H -0.014 3.150 -5.527
H -1.636 2.302 -5.191
H -0.162 1.552 -3.468
H -1.434 2.678 -2.889
H 1.249 4.279 -1.269
H 1.133 2.454 -1.239
H -0.225 3.280 -0.961
C -1.315 0.492 5.791
C -2.656 -0.159 5.448
N -2.771 -0.593 3.930
C -2.737 0.730 3.025
C -1.739 -1.609 3.430
C -1.519 -2.899 4.127
C -4.205 -1.170 3.707
C -4.545 -1.739 2.289
O -3.889 -2.906 1.954
C -4.553 -4.151 2.210
H -0.402 -0.095 5.696
H -1.258 0.974 6.767
H -1.128 1.314 5.100
H -3.484 0.509 5.689
H -2.955 -1.049 6.001
H -3.595 1.357 3.268
H -2.952 0.386 2.013
H -1.743 1.178 3.029
H -0.792 -1.073 3.363
H -2.056 -1.797 2.404
H -1.438 -2.719 5.199
H -0.490 -3.188 3.913
H -2.224 -3.725 4.033
H -4.888 -0.365 3.980
H -4.258 -1.981 4.433
H -4.485 -0.935 1.556
H -5.606 -1.834 2.059
H -5.563 -4.106 1.803
H -4.718 -4.350 3.269
H -4.002 -4.969 1.745
C 2.389 -4.767 1.243
O 1.721 -6.068 1.393
O 1.553 -3.822 1.872
C 3.805 -4.923 1.909
F 3.828 -5.375 3.154
F 4.570 -5.752 1.119
F 4.523 -3.782 1.939
C 1.853 -7.115 0.437
C 1.455 -8.532 0.985
H 0.494 -8.438 1.492
H 1.488 -9.211 0.133
H 2.216 -8.838 1.702
H 2.850 -7.165 -0.002
H 1.239 -6.930 -0.445
H 2.452 -4.456 0.200
C 1.023 2.461 2.634
O 1.802 2.637 1.444
O 0.844 1.095 2.782
C 1.469 3.466 3.793
F 1.811 4.687 3.263
F 0.627 3.685 4.785
F 2.543 3.018 4.403
C 3.205 2.299 1.510
C 3.870 2.691 0.184
H 3.539 3.638 -0.241
H 4.959 2.668 0.214
H 3.504 2.063 -0.629
H 3.324 1.227 1.670
H 3.796 2.883 2.215
H 0.098 2.882 2.240
C -6.586 1.600 1.664
O -5.447 2.044 1.063
O -6.296 1.413 2.997
C -7.880 2.461 1.311
F -7.845 3.783 1.556
F -8.294 2.319 0.045
F -9.008 2.106 1.984
C -5.378 1.898 -0.311
C -4.007 2.549 -0.656
H -3.761 3.437 -0.073
H -3.191 1.886 -0.366
H -3.932 2.867 -1.696
H -6.039 2.508 -0.927
H -5.440 0.886 -0.710
H -6.656 0.599 1.238
C 3.507 -0.853 -4.154
O 3.659 -1.751 -3.137
O 2.431 -1.337 -4.949
C 3.533 0.636 -3.612
F 3.602 1.671 -4.494
F 2.502 0.955 -2.825
F 4.611 0.845 -2.789
C 4.807 -2.595 -3.066
C 4.840 -3.257 -1.665
H 3.979 -3.873 -1.406
H 5.716 -3.882 -1.489
H 4.850 -2.472 -0.908
H 5.788 -2.120 -3.071
H 4.914 -3.326 -3.866
H 4.377 -0.933 -4.806
C 8.084 3.016 4.530
O 7.714 1.802 3.802
O 9.050 2.635 5.500
C 8.537 4.121 3.447
F 7.763 4.052 2.331
F 8.501 5.415 3.810
F 9.783 3.907 3.023
C 6.341 1.692 3.369
C 6.400 0.552 2.341
H 5.468 -0.010 2.389
H 6.454 0.967 1.334
H 7.212 -0.158 2.500
H 5.981 2.562 2.821
H 5.600 1.592 4.162
H 7.118 3.310 4.940
C -3.941 -0.519 -3.399
O -4.281 -1.871 -3.105
O -2.519 -0.431 -3.338
C -4.735 -0.124 -4.741
F -4.324 1.038 -5.228
F -4.419 -1.035 -5.592
F -6.041 -0.068 -4.598
C -4.204 -2.422 -1.759
C -4.657 -3.857 -1.740
H -5.594 -4.045 -2.264
H -3.915 -4.391 -2.332
H -4.582 -4.417 -0.807
H -4.742 -1.913 -0.960
H -3.161 -2.358 -1.450
H -4.346 0.058 -2.567
```